Molecular formula: C16H20CaCoNO15
Method: DFT, the ωB97M-V functional and the def2-TZVPD basis

Last column: natural (NBO) charge in e.
Geometry (Å):
Ca1 -0.20 -0.71 -0.78  1.83
Co1 0.15 0.23 2.61  1.53
C1 0.34 3.43 0.25  -0.43
C2 0.99 4.76 0.32  0.49
C3 1.50 5.04 1.84  0.43
O1 1.53 6.24 2.28  -0.56
C4 1.79 3.91 2.68  -0.46
C5 1.25 2.68 2.42  0.34
C6 0.42 2.47 1.19  0.31
O2 -0.18 1.28 1.00  -0.94
O3 1.45 1.62 3.14  -0.83
O4 0.99 5.64 -0.49  -0.50
H1 -0.30 3.25 -0.54  0.23
H2 2.51 3.92 3.41  0.22
C7 -1.03 1.16 -4.76  -0.51
C8 -1.93 0.88 -5.86  0.42
C9 -2.82 -0.39 -5.75  0.47
O5 -3.46 -0.78 -6.65  -0.54
C10 -2.94 -1.02 -4.38  -0.45
C11 -2.10 -0.66 -3.35  0.31
C12 -1.22 0.51 -3.50  0.41
O6 -0.53 0.77 -2.48  -0.89
O7 -1.94 -1.38 -2.20  -0.93
O8 -2.00 1.47 -6.93  -0.58
H3 -0.43 2.05 -4.84  0.21
H4 -3.79 -1.80 -4.48  0.21
N1 0.30 -2.47 2.47  0.72
O9 0.20 -3.65 2.69  -0.37
O10 1.12 -1.70 3.06  -0.56
O11 -0.42 -1.91 1.58  -0.65
C13 0.72 -4.44 5.71  -0.25
O12 1.98 -4.71 5.10  -0.73
H5 -0.14 -4.82 5.08  0.16
H6 0.60 -4.91 6.69  0.18
H7 0.51 -3.38 5.83  0.16
H8 2.10 -4.15 4.34  0.48
C14 0.54 -3.39 -2.95  -0.27
O13 1.12 -2.43 -2.06  -0.80
H9 0.89 -3.21 -4.00  0.18
H10 0.93 -4.30 -2.56  0.17
H11 -0.59 -3.42 -3.00  0.22
H12 1.50 -1.69 -2.57  0.50
C15 3.00 0.39 -0.90  -0.25
O14 1.78 0.07 -1.60  -0.86
H13 2.70 1.06 -0.11  0.19
H14 3.41 -0.58 -0.54  0.19
H15 3.73 0.97 -1.41  0.19
H16 1.29 0.78 -2.08  0.54
C16 -2.64 1.56 2.74  -0.26
O15 -1.82 0.45 3.12  -0.78
H17 -2.91 1.65 1.68  0.21
H18 -3.51 1.52 3.35  0.18
H19 -2.14 2.49 3.12  0.21
H20 -2.31 -0.35 3.05  0.50

Results
* HOMO energy (alpha / beta): -0.1767 / -0.1767 Eh
* E_LUMO (alpha / beta): 1.318 / 1.250 eV
* net charge: -1
* spin multiplicity: 4
* <S²>: 3.756
* orbital gap (alpha / beta): 6.13 / 6.06 eV

Molecular formula: C16H20ClN2O12Ti
Method: DFT, the ωB97M-V functional and the def2-TZVPD basis

Last column: natural (NBO) charge in e.
Geometry (Å):
Ti1 0.19 -1.87 0.00  1.44
O1 -3.22 -3.97 0.89  -0.67
C1 -2.25 -3.38 0.30  0.80
O2 -1.08 -3.17 0.71  -0.68
C2 -2.65 -2.75 -1.03  -0.36
C3 -2.53 -1.25 -0.75  0.09
C4 -3.27 -0.45 -1.83  -0.43
C5 -2.36 -0.63 -3.05  -0.41
C6 -1.24 -1.51 -2.48  0.07
O3 -1.17 -0.97 -1.14  -0.54
C7 -1.74 -2.93 -2.24  -0.36
C8 -0.45 -3.73 -2.10  0.80
O4 -0.26 -4.55 -3.06  -0.67
O5 0.31 -3.44 -1.14  -0.70
H1 -3.68 -3.02 -1.27  0.25
H2 -2.74 -0.91 0.26  0.24
H3 -3.31 0.61 -1.56  0.22
H4 -4.29 -0.80 -2.00  0.22
H5 -1.97 0.35 -3.35  0.22
H6 -2.87 -1.08 -3.90  0.22
H7 -0.29 -1.40 -3.01  0.27
H8 -2.31 -3.29 -3.11  0.25
O6 1.69 -3.25 2.20  -0.70
Cl1 2.58 -2.15 1.63  2.26
O7 4.04 -2.60 1.70  -0.72
O8 2.40 -0.87 2.43  -0.73
O9 2.15 -1.87 0.00  -0.73
C9 -1.16 3.04 1.19  -0.61
C10 0.20 3.06 1.89  -0.37
C11 1.28 2.18 1.21  -0.27
C12 2.59 2.14 2.05  -0.37
C13 3.21 3.50 2.39  -0.61
C14 1.61 2.74 -0.15  0.72
O10 1.64 3.93 -0.43  -0.61
N1 1.97 1.79 -1.05  -0.64
C15 1.37 0.56 -1.10  0.81
O11 1.34 0.00 -2.19  -0.65
N2 0.82 0.07 0.00  -0.75
C16 0.79 0.72 1.16  0.73
O12 0.38 0.20 2.21  -0.59
H9 -1.86 3.71 1.71  0.21
H10 -1.60 2.04 1.19  0.21
H11 -1.08 3.38 0.15  0.20
H12 0.05 2.74 2.93  0.22
H13 0.53 4.10 1.93  0.22
H14 3.35 1.55 1.53  0.22
H15 2.41 1.62 3.00  0.24
H16 3.45 4.07 1.49  0.21
H17 4.13 3.35 2.95  0.21
H18 2.54 4.10 3.01  0.20
H19 2.20 2.13 -1.96  0.42
H20 0.19 -1.87 1.76  0.04

Results
* HOMO energy (alpha / beta): -0.2155 / -0.2155 Eh
* E_LUMO (alpha / beta): 2.257 / 2.257 eV
* net charge: -1
* orbital gap (alpha / beta): 8.12 / 8.12 eV

Molecular formula: C16H20CoF12N3O17
Method: DFT, the ωB97M-V functional and the def2-TZVPD basis

Last column: natural (NBO) charge in e.
Geometry (Å):
Co1 9.00 -20.41 -9.12  1.64
N1 10.99 -17.90 -9.28  0.73
O1 11.62 -18.18 -10.29  -0.42
O2 11.29 -16.94 -8.56  -0.53
O3 9.99 -18.62 -8.95  -0.68
N2 10.89 -22.16 -11.12  0.73
O4 10.67 -23.31 -11.52  -0.53
O5 11.69 -21.41 -11.66  -0.41
O6 10.25 -21.76 -10.07  -0.70
N3 8.20 -19.44 -12.08  0.72
O7 7.12 -19.24 -12.65  -0.51
O8 8.17 -19.78 -10.84  -0.71
O9 9.28 -19.28 -12.64  -0.42
C1 11.56 -24.51 -6.06  -0.63
C2 10.61 -23.51 -6.72  -0.10
O10 9.94 -22.76 -5.69  -0.46
C3 9.51 -21.58 -6.04  0.74
O11 9.42 -21.20 -7.17  -0.60
C4 8.96 -20.74 -4.89  0.90
F1 7.67 -20.46 -5.11  -0.30
F2 9.05 -21.34 -3.70  -0.30
F3 9.63 -19.58 -4.83  -0.31
H1 12.03 -23.95 -5.25  0.22
H2 12.35 -24.70 -6.80  0.23
H3 11.12 -25.48 -5.85  0.21
H4 9.95 -23.78 -7.54  0.23
H5 11.28 -22.83 -7.26  0.21
C5 13.01 -20.03 -4.88  -0.64
C6 13.15 -19.11 -6.09  -0.09
O12 13.85 -19.80 -7.13  -0.48
C7 13.13 -20.50 -8.00  0.70
O13 11.95 -20.44 -8.17  -0.53
C8 14.03 -21.43 -8.84  0.90
F4 13.65 -22.71 -8.70  -0.32
F5 13.98 -21.09 -10.11  -0.28
F6 15.32 -21.35 -8.44  -0.32
H6 13.89 -19.97 -4.23  0.21
H7 12.85 -21.06 -5.19  0.21
H8 12.15 -19.73 -4.29  0.22
H9 13.76 -18.23 -5.87  0.20
H10 12.17 -18.74 -6.39  0.22
C9 6.42 -22.86 -12.94  -0.65
C10 7.47 -23.26 -11.95  -0.09
O14 6.81 -23.78 -10.74  -0.47
C11 6.99 -23.19 -9.60  0.74
O15 7.73 -22.28 -9.33  -0.61
C12 6.23 -23.88 -8.44  0.90
F7 5.36 -23.04 -7.87  -0.31
F8 5.59 -24.97 -8.86  -0.31
F9 7.10 -24.26 -7.49  -0.32
H11 5.70 -23.62 -13.22  0.21
H12 6.94 -22.51 -13.84  0.24
H13 5.93 -21.96 -12.56  0.24
H14 8.12 -22.46 -11.61  0.23
H15 8.23 -23.98 -12.25  0.22
C13 7.93 -16.43 -10.00  -0.64
C14 7.61 -16.71 -8.55  -0.08
O16 6.37 -17.48 -8.45  -0.45
C15 6.40 -18.74 -8.16  0.76
O17 7.34 -19.49 -8.15  -0.64
C16 5.00 -19.26 -7.79  0.90
F10 5.06 -19.88 -6.60  -0.31
F11 4.06 -18.32 -7.74  -0.30
F12 4.63 -20.18 -8.69  -0.31
H16 8.80 -15.79 -10.13  0.24
H17 7.06 -15.94 -10.45  0.20
H18 8.08 -17.35 -10.56  0.25
H19 7.40 -15.81 -7.98  0.18
H20 8.41 -17.26 -8.06  0.24

Results
* HOMO energy: -0.2191 Eh
* energy relative to the best compared isomer or geometry (same formula, charge and spin): 0.00 kcal per mole
* E_LUMO: 2.317 eV
* net charge: -1
* spin multiplicity: 4
* <S²>: 3.755
* orbital gap: 8.28 eV

Molecular formula: C16H20CrN5O11P2
Method: DFT, the ωB97M-V functional and the def2-TZVPD basis

Last column: natural (NBO) charge in e.
Geometry (Å):
Cr1 0.36 -0.04 -0.62  1.35
O1 -0.50 3.99 2.62  -0.68
C1 -1.64 4.20 1.95  0.35
C2 -2.17 5.50 2.00  -0.28
C3 -3.34 5.80 1.34  -0.17
C4 -4.02 4.83 0.61  -0.27
C5 -3.50 3.55 0.56  -0.15
C6 -2.32 3.21 1.21  -0.20
C7 -1.81 1.82 1.05  0.63
O2 -2.35 1.04 0.26  -0.72
N1 -0.71 1.53 1.79  -0.51
N2 -0.07 0.42 1.36  -0.20
C8 0.60 -0.29 2.20  0.03
C9 1.34 -1.43 1.67  0.18
C10 2.11 -2.27 2.46  -0.22
C11 2.78 -3.32 1.85  -0.13
C12 2.67 -3.50 0.48  -0.25
C13 1.89 -2.62 -0.25  0.11
N3 1.23 -1.63 0.34  -0.46
H1 -0.29 3.03 2.54  0.51
H2 -1.63 6.24 2.56  0.22
H3 -3.74 6.81 1.39  0.21
H4 -4.95 5.06 0.10  0.21
H5 -3.99 2.77 -0.01  0.23
H6 0.60 -0.04 3.26  0.21
H7 2.19 -2.09 3.52  0.23
H8 3.40 -3.98 2.44  0.23
H9 3.19 -4.30 -0.03  0.24
H10 1.79 -2.69 -1.32  0.24
N4 -1.34 -1.24 -0.90  -0.62
N5 -1.10 -2.15 -1.95  -0.51
C14 -0.15 -1.70 -2.89  0.87
O3 -0.10 -2.18 -3.99  -0.62
O4 0.66 -0.79 -2.41  -0.78
H11 -1.58 -1.74 -0.04  0.40
H12 -2.09 -0.55 -1.07  0.43
H13 -1.93 -2.56 -2.37  0.39
C15 2.40 3.91 -1.01  -0.63
C16 2.48 2.75 -1.99  -0.48
O5 3.28 3.14 -3.08  -0.71
P1 0.80 2.33 -2.61  2.38
O6 1.00 1.44 -3.88  -0.99
O7 0.22 3.70 -3.13  -0.96
O8 -0.10 1.70 -1.58  -1.08
P2 3.14 1.21 -1.22  2.37
O9 4.41 1.66 -0.37  -0.98
O10 3.49 0.24 -2.28  -1.12
O11 2.04 0.87 -0.20  -1.09
H14 1.99 4.79 -1.50  0.23
H15 3.41 4.13 -0.65  0.24
H16 1.78 3.65 -0.15  0.24
H17 3.44 2.35 -3.62  0.50
H18 1.04 0.48 -3.62  0.55
H19 -0.74 3.73 -3.11  0.53
H20 5.20 1.29 -0.77  0.51

Results
* HOMO energy (alpha / beta): -0.3006 / -0.3006 Eh
* energy relative to the best compared isomer or geometry (same formula, charge and spin): 1.09 kcal per mole
* E_LUMO (alpha / beta): -0.976 / -1.209 eV
* spin multiplicity: 4
* <S²>: 3.772
* orbital gap (alpha / beta): 7.20 / 6.97 eV